The following is a DFT calculation (ωB97M-V/def2-TZVPD) of a structure of composition C11H14O8S at a distorted geometry.

## Properties
Maximum force (eV/Å): 4.55
Calculated total energy (a.u.): -1427.55854
E_LUMO (Ha): -0.06219
Gap between HOMO and LUMO (eV): 8.6

XYZ file:
```
34
Properties=species:S:1:pos:R:3:nbo_charge:R:1
C 3.0657 0.3735 -0.5561 -0.637
C 2.8150 0.0463 -2.0510 0.071
O 4.0801 0.0143 -2.7314 -0.726
C 2.1893 -1.3831 -2.2250 -0.103
O 0.9063 -1.5141 -1.6035 -0.507
C -0.1412 -1.1341 -2.4314 0.341
C -1.2497 -0.6597 -1.4053 -0.149
O -1.9813 0.4621 -1.9346 -0.641
S -0.7726 1.2713 -2.7710 2.426
O -0.0238 1.9676 -1.7005 -0.889
O -1.5081 2.0845 -3.7447 -0.840
O 0.0490 -0.0375 -3.3481 -0.670
H 3.2382 1.4682 -0.4836 0.220
H 2.1649 0.1234 0.0399 0.221
H 3.9613 -0.1530 -0.1710 0.219
H 2.1851 0.8344 -2.4998 0.180
H 3.9634 0.4885 -3.5543 0.474
H 2.8728 -2.0631 -1.6714 0.203
H 2.2197 -1.7231 -3.2818 0.187
H -0.6452 -1.8989 -3.0512 0.180
H -0.7449 -0.4892 -0.4296 0.226
H -2.0102 -1.4257 -1.1682 0.213
C -1.5781 1.6220 3.6899 -0.211
C -0.9248 0.8081 2.8622 -0.239
C -1.3497 -0.5969 2.6750 0.478
O -0.7528 -1.3401 1.9211 -0.505
C -2.5276 -1.0638 3.4392 -0.225
C -3.1811 -0.2503 4.2670 -0.226
C -2.7564 1.1554 4.4549 0.469
O -3.3522 1.8970 5.2070 -0.479
H -1.2824 2.6523 3.8406 0.235
H -0.0618 1.1320 2.2938 0.237
H -2.8232 -2.0943 3.2880 0.231
H -4.0440 -0.5740 4.8348 0.235
```

***

The following is a DFT calculation (ωB97M-V/def2-TZVPD) of a structure of composition C3H7As2Cl4F12Ni2O9P2Y2 at a distorted geometry.

## Properties
Maximum force (eV/Å): 10.53
Calculated total energy (a.u.): -12082.82749
E_LUMO (spin up / spin down) (Ha): -0.07917 / -0.08794
Multiplicity: 6
<S²>: 8.764
Gap between HOMO and LUMO (spin up / spin down) (eV): 2.9 / 6.3

XYZ file:
```
43
Properties=species:S:1:pos:R:3:lowdin_spin:R:1
Y -0.5479 -3.0937 -1.1724 0.068
Y -0.5828 -0.4943 2.0377 0.046
Ni 2.9147 -1.2458 0.1145 1.722
Ni -2.2600 1.2521 -0.2392 1.813
C -2.6364 2.4334 2.7444 0.008
O -2.0177 1.4307 1.9450 0.058
H -1.9638 2.8664 3.4848 0.002
H -3.0992 3.2573 2.2012 0.001
H -3.4493 1.9763 3.3086 0.000
P 1.0173 -0.0897 -0.4314 0.039
O 2.4344 0.4570 -0.5911 0.078
O -0.3079 0.6167 -0.0378 0.062
O 1.3786 -0.4596 1.0498 0.136
O 1.1019 -1.6174 -0.8482 0.088
P -2.6853 -1.9291 0.7259 0.331
O -2.2396 -1.8405 2.1854 0.095
O -2.4287 -3.2261 -0.1311 0.099
O -1.1263 -1.9126 0.5132 0.012
O -2.7736 -0.5723 0.0580 0.153
As 1.6172 -4.0827 1.9344 0.024
F 2.6439 -3.9138 3.3650 0.012
F 2.7607 -3.0041 1.0039 0.031
F 0.6404 -4.1223 0.4384 0.016
F 0.4343 -5.0874 2.7331 0.008
F 0.7193 -2.5573 2.4001 0.011
F 2.6426 -5.5197 1.4607 0.014
As -1.9587 -0.1449 -3.5672 0.008
F -0.2677 0.3677 -3.6091 0.005
F -1.4034 -1.3881 -2.3559 0.006
F -3.6549 -0.8175 -3.4373 0.005
F -2.5770 1.0767 -4.7726 0.005
F -1.5879 -1.2636 -4.8946 0.003
F -2.3381 1.0002 -2.2356 0.026
C 2.0096 3.1036 1.4669 0.001
Cl 1.5421 4.7700 1.7822 0.001
Cl 1.1479 2.1002 2.6370 0.004
H 1.7855 2.7968 0.4452 0.001
H 3.0762 3.0295 1.6787 0.000
C 2.4389 3.0512 -2.5453 0.002
Cl 2.1590 2.6225 -4.2283 0.001
Cl 2.4298 4.8324 -2.4748 0.001
H 1.6118 2.6639 -1.9504 0.002
H 3.4001 2.6776 -2.1921 0.000
```

***

The following is a DFT calculation (ωB97M-V/def2-TZVPD) of a cluster of 9 separate species, C40H80FNO39S10 in total at a distorted geometry.

## Properties
Maximum force (eV/Å): 1.90
SMILES: CCCCO[C@@](O)(CCCSC(=S)N(CC)CC)O[C@H](COC)[C@@H](OCCOCC)OC[C@@H](C)F.O=S1(=O)OCCO1.O=S1(=O)OCCO1.O=S1(=O)OCCO1.O=S1(=O)OCCO1.O=S1(=O)OCCO1.O=S1(=O)OCCO1.O=S1(=O)OCCO1.O=S1(=O)OCCO1
Calculated total energy (a.u.): -8642.64885
E_LUMO (Ha): 0.00999
Gap between HOMO and LUMO (eV): 8.1

XYZ file:
```
171
Properties=species:S:1:pos:R:3:mulliken_charge:R:1
C 6.9152 -2.1956 -1.6573 -1.369
C 5.6140 -2.0283 -0.8419 0.245
C 5.2799 -0.5636 -0.6012 -0.775
C 4.0746 -0.3769 0.3446 -0.486
O 3.2451 0.7315 0.0091 -0.383
C 2.2508 0.5035 -0.9449 0.381
O 2.4383 -0.7134 -1.6216 -0.552
C 0.8890 0.3419 -0.2407 1.894
C 0.9123 -0.7913 0.7950 -1.840
C -0.4567 -1.1027 1.4421 0.497
S -0.9793 -2.7284 0.7753 -0.225
C -2.7583 -2.6237 0.4479 0.085
S -3.7247 -3.5618 1.3767 -0.245
N -3.1782 -1.7700 -0.5422 0.861
C -4.6338 -1.8214 -0.7867 -0.867
C -5.4726 -1.0453 0.2273 -1.077
C -2.4136 -1.8964 -1.8051 -0.295
C -2.6315 -3.2121 -2.5431 -1.291
O 2.3526 1.4781 -1.9610 -0.515
C 1.7865 2.7645 -1.8327 -0.262
C 2.1220 3.5495 -0.5656 -0.824
O 1.7737 4.9130 -0.7377 -0.322
C 1.0472 5.4406 0.3566 -0.598
C 0.2938 2.8674 -2.2417 -0.172
O -0.4457 3.2968 -1.1484 0.399
C -1.8384 3.3720 -1.3796 -0.539
C -2.6578 2.4205 -0.5050 0.780
O -3.5516 3.1743 0.2971 -0.523
C -2.9826 3.4768 1.5813 0.302
C -3.1161 2.2784 2.5212 -0.273
O 0.1275 3.7146 -3.3610 -0.498
C 0.0705 2.9902 -4.5847 -0.861
C -1.3090 2.5050 -4.9570 0.848
C -1.2797 1.9363 -6.3874 -1.477
F -1.7543 1.4702 -4.1181 -0.241
H 7.6003 -1.3601 -1.5215 0.356
H 6.6692 -2.2158 -2.7210 0.330
H 7.3664 -3.1481 -1.3837 0.348
H 4.7980 -2.5319 -1.3619 0.283
H 5.7547 -2.5279 0.1181 -0.007
H 5.0339 -0.0858 -1.5521 0.157
H 6.1331 -0.0426 -0.1644 0.442
H 3.5449 -1.3071 0.5299 0.171
H 4.5169 -0.1237 1.3113 0.584
H 2.3619 -0.5379 -2.5647 0.330
H 0.4640 1.2425 0.2013 0.102
H 0.1778 0.0326 -1.0186 -0.545
H 1.3167 -1.6756 0.3015 0.487
H 1.6552 -0.5114 1.5455 0.330
H -1.1756 -0.3178 1.2236 -0.733
H -0.2899 -1.2139 2.5100 0.469
H -4.7938 -1.3091 -1.7402 0.506
H -5.0067 -2.8363 -0.9256 0.278
H -5.2421 0.0114 0.1581 0.128
H -5.2747 -1.3709 1.2455 0.318
H -6.5252 -1.2278 0.0110 0.420
H -1.3452 -1.7510 -1.6800 -0.152
H -2.7482 -1.0807 -2.4509 0.493
H -3.6769 -3.5173 -2.5809 0.269
H -2.0632 -4.0330 -2.1077 0.208
H -2.3510 -3.0285 -3.5808 0.442
H 2.2710 3.3587 -2.6136 0.179
H 3.2154 3.5299 -0.4736 0.603
H 1.7381 3.1309 0.3631 0.215
H 0.3241 4.7332 0.7666 0.091
H 1.7366 5.7093 1.1658 0.340
H 0.5341 6.3294 -0.0041 0.246
H -0.0089 1.8466 -2.5117 0.776
H -2.1391 3.2207 -2.4141 -0.596
H -2.1485 4.3834 -1.1061 0.460
H -2.0365 1.7331 0.0703 -0.703
H -3.3000 1.8294 -1.1610 0.488
H -1.9310 3.7381 1.4039 -0.364
H -3.4668 4.3644 1.9825 0.470
H -2.2628 2.2467 3.1992 0.321
H -4.0598 2.3524 3.0587 -0.254
H -3.1011 1.3407 1.9677 -0.038
H 0.8095 2.1817 -4.5825 0.356
H 0.3700 3.6911 -5.3668 0.565
H -2.0330 3.3196 -4.9163 0.010
H -0.2738 1.6364 -6.6770 0.374
H -1.7110 2.6843 -7.0485 0.374
H -1.9035 1.0449 -6.3828 0.352
C -3.8812 -7.0847 -1.2560 -0.194
C -2.7034 -8.0046 -1.4825 -0.406
O -2.8400 -8.4384 -2.8391 -0.349
S -3.5015 -7.2545 -3.7077 1.242
O -2.4605 -6.5484 -4.3376 -0.467
O -4.6248 -7.7833 -4.3931 -0.593
O -4.0361 -6.3541 -2.4829 -0.259
H -4.7970 -7.6535 -1.0807 0.269
H -3.7187 -6.3949 -0.4303 0.192
H -2.7052 -8.8576 -0.8095 0.324
H -1.7558 -7.4688 -1.3881 0.275
C 4.9954 -6.4632 0.7119 -0.325
C 5.8971 -6.2823 1.9143 -0.366
O 5.5471 -4.9956 2.4328 -0.279
S 3.9864 -4.7192 2.1841 0.718
O 3.2725 -5.0284 3.3638 -0.516
O 3.8596 -3.4645 1.5332 -0.242
O 3.7456 -5.8913 1.1062 -0.284
H 5.3694 -5.9097 -0.1527 0.243
H 4.8644 -7.5081 0.4428 0.311
H 6.9516 -6.3129 1.6544 0.326
H 5.6909 -7.0287 2.6849 0.306
C -5.5799 6.2096 -2.5891 -0.302
C -4.5318 5.1354 -2.7645 0.077
O -4.8105 4.5690 -4.0540 -0.306
S -5.3917 5.7051 -5.0225 1.123
O -4.3347 6.2064 -5.8246 -0.556
O -6.6021 5.2335 -5.5876 -0.555
O -5.7237 6.7912 -3.8931 -0.340
H -6.5416 5.7848 -2.2952 0.328
H -5.2840 6.9652 -1.8668 0.316
H -4.5808 4.3709 -1.9922 0.055
H -3.5259 5.5605 -2.7914 0.133
C 4.4264 -3.3479 8.5192 0.036
C 5.5533 -4.3430 8.3662 -0.398
O 5.3899 -4.8716 7.0434 -0.335
S 4.7861 -3.7354 6.0812 1.237
O 5.8522 -3.1264 5.3674 -0.586
O 3.6537 -4.2638 5.4174 -0.497
O 4.3162 -2.7198 7.2344 -0.270
H 3.4811 -3.8490 8.7379 0.272
H 4.6291 -2.6090 9.2883 -0.036
H 5.5119 -5.1397 9.1033 0.324
H 6.5274 -3.8513 8.4178 0.308
C -4.4702 -3.2971 -8.3708 -0.342
C -4.3006 -4.7116 -8.8827 -0.376
O -3.0337 -5.1328 -8.3658 -0.323
S -2.7803 -4.4466 -6.9357 1.029
O -3.1553 -5.3396 -5.9144 -0.319
O -1.5153 -3.8069 -6.9656 -0.607
O -3.9333 -3.3224 -7.0460 -0.302
H -3.8890 -2.5873 -8.9641 0.288
H -5.5108 -2.9841 -8.3504 0.312
H -4.3046 -4.7669 -9.9677 0.317
H -5.0698 -5.3755 -8.4818 0.288
C 5.3493 1.6956 10.1176 -0.297
C 3.8712 1.7587 9.8017 -0.331
O 3.3648 0.4836 10.2193 -0.293
S 4.1938 -0.0334 11.4862 1.104
O 3.4777 0.2764 12.6674 -0.549
O 4.6471 -1.3498 11.2081 -0.548
O 5.4244 0.9809 11.3593 -0.312
H 5.8946 1.1271 9.3617 0.268
H 5.7962 2.6804 10.2207 0.308
H 3.6749 1.9194 8.7457 0.326
H 3.3696 2.5325 10.3864 0.285
C -7.6493 3.9817 6.1241 -0.373
C -7.5112 2.6392 5.4395 -0.337
O -6.5073 2.8519 4.4391 -0.275
S -5.4463 3.9307 4.9642 1.169
O -4.3274 3.2420 5.4945 -0.514
O -5.3183 4.9442 3.9807 -0.532
O -6.3128 4.4952 6.1874 -0.305
H -8.2539 4.6717 5.5322 0.289
H -8.0697 3.8983 7.1225 0.313
H -8.4379 2.3034 4.9834 0.306
H -7.1481 1.8746 6.1294 0.286
C 4.6123 6.0169 -3.1791 -0.148
C 4.6931 4.7162 -3.9462 -0.184
O 5.7822 4.9010 -4.8587 -0.360
S 6.8868 5.8484 -4.1848 1.099
O 7.9075 5.0387 -3.6264 -0.539
O 7.1753 6.9054 -5.0831 -0.540
O 5.9795 6.4066 -2.9876 -0.351
H 4.1127 6.7934 -3.7616 0.303
H 4.1088 5.9048 -2.2214 0.179
H 3.7765 4.4951 -4.4865 0.228
H 4.9382 3.8808 -3.2855 0.341
```

***

The following is a DFT calculation (ωB97M-V/def2-TZVPD) of the molecule C3H3N3O2 at a distorted geometry.

## Properties
Maximum force (eV/Å): 5.29
SMILES: N#C[C@@H]1ON=CNO1
Calculated total energy (a.u.): -430.66521
E_LUMO (Ha): 0.00791
Energy relative to the best compared isomer or geometry (same formula, charge and spin) (kJ/mol): 671.5
Gap between HOMO and LUMO (eV): 9.8

XYZ file:
```
11
Properties=species:S:1:pos:R:3:nbo_charge:R:1
C 2.3364 -0.0281 -0.0486 0.230
C 0.9831 -0.0550 0.2938 0.227
C -1.7222 -0.3222 0.0386 0.141
H 0.8066 -0.0132 1.3990 0.213
H -1.7018 1.4726 -0.9888 0.392
H -2.7769 -0.3665 0.2162 0.221
N 3.4958 -0.1468 -0.1445 -0.211
N -1.1292 1.0099 0.0085 -0.339
N -0.9897 -1.3969 -0.1248 -0.135
O 0.2889 1.0505 -0.3025 -0.373
O 0.4089 -1.2041 -0.3469 -0.367
```

***

> Which of these has the highest maximum force?

C3H7As2Cl4F12Ni2O9P2Y2